[1]
This record from the Open Molecules 2025 dataset describes a molecular structure, C35H39ClCsGe2NO6S3 in a non-equilibrium geometry. The level of theory is wB97M-V/def2-TZVPD.

Geometry as ORCA input:
```
! wB97M-V def2-TZVPD RIJCOSX def2/J DEFGRID3
* xyz -1 2
Cs -0.14 -2.13 1.27
O 4.22 -4.13 3.15
C 3.34 -3.36 2.41
O 2.26 -3.75 2.04
C 3.94 -1.99 2.09
C 5.34 -1.65 2.31
C 5.73 -0.49 1.68
C 4.81 0.37 1.09
C 3.46 -0.06 0.99
N 3.07 -1.23 1.40
C 2.41 0.70 0.25
O 2.92 1.39 -0.77
O 1.20 0.68 0.47
H 3.79 -4.99 3.27
H 5.90 -2.38 2.94
H 6.78 -0.19 1.72
H 5.04 1.34 0.67
C -2.53 -0.31 5.18
C -3.41 0.28 4.13
S -2.95 0.06 2.44
C -3.98 -1.33 2.02
C -4.20 -2.55 2.89
S -2.64 -3.32 3.57
C -3.05 -3.71 5.37
C -2.34 -2.76 6.32
S -3.33 -1.22 6.58
H -2.00 0.51 5.73
H -1.77 -0.96 4.75
H -3.32 1.34 4.33
H -4.49 0.00 4.32
H -3.67 -1.70 1.04
H -5.03 -1.02 1.89
H -4.82 -3.35 2.48
H -4.81 -2.28 3.78
H -2.86 -4.80 5.52
H -4.17 -3.55 5.38
H -1.34 -2.56 5.87
H -2.22 -3.22 7.30
Cl -4.21 -6.68 -4.34
C -3.64 -5.47 -3.31
C -4.57 -4.56 -2.77
C -4.18 -3.62 -1.76
C -2.82 -3.31 -1.57
O -2.32 -2.46 -0.72
C -1.86 -4.13 -2.35
C -0.45 -3.73 -2.41
O 0.25 -3.19 -1.56
C -2.26 -5.25 -3.08
H -5.63 -4.61 -3.01
H -4.97 -2.98 -1.28
H -0.06 -4.02 -3.43
H -1.52 -5.91 -3.57
C 0.01 -0.40 -3.64
Ge -0.44 1.38 -2.82
C -0.89 2.50 -4.40
C -1.86 1.11 -1.45
Ge 1.50 2.40 -1.57
C 2.87 3.14 -2.79
C 2.86 2.94 -4.14
C 3.86 3.47 -4.98
C 4.89 4.23 -4.44
C 4.88 4.40 -3.05
C 3.98 3.79 -2.24
C 1.28 4.11 -0.62
C 0.94 4.12 0.74
C 0.62 5.34 1.38
C 0.60 6.52 0.64
C 0.99 6.53 -0.68
C 1.24 5.33 -1.35
H -1.01 -0.84 -3.77
H 0.70 -1.02 -3.09
H 0.48 -0.31 -4.64
H -1.61 3.20 -3.98
H -1.41 1.90 -5.15
H -0.03 3.03 -4.78
H -2.57 1.91 -1.34
H -1.35 0.97 -0.48
H -2.33 0.12 -1.62
H 1.98 2.65 -4.64
H 3.81 3.28 -6.07
H 5.50 4.88 -5.07
H 5.60 5.05 -2.54
H 4.09 3.90 -1.18
H 1.06 3.22 1.34
H 0.18 5.24 2.39
H 0.22 7.41 1.09
H 1.00 7.42 -1.29
H 1.45 5.32 -2.46
*
```

Results
**Lowest unoccupied orbital energy (spin up / spin down)**: 1.785 / 1.783 eV
**Gap between HOMO and LUMO (spin up / spin down)**: 3.5 / 6.5 eV
**HOMO (spin up / spin down)**: -1.70 / -4.71 eV
**Calculated total energy**: -7692.07194 hartree
**ΔE to the lowest compared entry with this formula, charge and spin**: 0.0 kJ/mol
**Maximum force**: 3.967 eV/Å
**Molecular weight**: 979.48 g/mol

[2]
This record from the Open Molecules 2025 dataset describes a molecular structure, C35H39FNO6PtTe in a non-equilibrium geometry. The level of theory is wB97M-V/def2-TZVPD.

Geometry as ORCA input:
```
! wB97M-V def2-TZVPD RIJCOSX def2/J DEFGRID3
* xyz -2 2
Pt 1.18 1.32 1.57
O 2.36 5.50 2.19
C 2.26 4.39 1.66
O 1.80 3.36 2.23
C 2.83 4.28 0.22
C 3.84 3.13 0.08
C 4.67 3.35 -1.21
C 3.66 2.90 -2.29
C 2.43 2.59 -1.41
O 3.05 2.01 -0.26
C 1.82 3.91 -0.91
C 0.32 3.79 -0.49
O -0.40 4.75 -0.77
O -0.05 2.68 0.01
H 3.30 5.25 0.02
H 4.43 2.92 0.98
H 5.57 2.73 -1.20
H 4.98 4.39 -1.31
H 4.00 2.00 -2.80
H 3.45 3.68 -3.03
H 1.70 1.90 -1.84
H 1.84 4.67 -1.70
F 1.69 -0.36 8.07
C 1.84 -0.29 6.71
C 1.22 -1.22 5.90
C 1.41 -1.17 4.54
C 2.23 -0.18 3.94
C 2.46 -0.14 2.51
C 2.80 0.77 4.80
C 2.62 0.72 6.17
H 0.60 -1.99 6.35
H 0.91 -1.88 3.90
H 2.26 -1.10 2.02
H 3.45 0.25 2.25
H 3.38 1.58 4.37
H 3.08 1.45 6.83
C -1.35 0.64 3.80
C -1.58 0.21 2.35
O -2.76 -0.08 2.01
N -0.54 0.14 1.56
Te -1.20 0.19 -0.57
C -2.74 -0.30 -2.22
C -2.33 -0.72 -3.48
C -0.88 -1.06 -3.74
C -3.25 -0.83 -4.52
C -4.59 -0.52 -4.33
C -5.60 -0.63 -5.44
C -4.99 -0.08 -3.08
C -4.08 0.05 -2.03
C -4.57 0.60 -0.71
C -0.61 -1.90 -0.58
C -1.51 -2.94 -0.32
C -2.94 -2.65 0.04
C -1.08 -4.26 -0.37
C 0.23 -4.59 -0.67
C 0.70 -6.02 -0.71
C 1.13 -3.55 -0.90
C 0.73 -2.22 -0.84
C 1.77 -1.17 -1.10
H -1.73 -0.12 4.48
H -1.90 1.56 3.95
H -0.29 0.81 3.98
H -0.25 -0.24 -3.39
H -0.70 -1.22 -4.81
H -0.59 -1.95 -3.19
H -2.91 -1.16 -5.50
H -5.11 -0.88 -6.39
H -6.13 0.31 -5.57
H -6.33 -1.41 -5.21
H -6.03 0.18 -2.92
H -5.64 0.43 -0.60
H -4.39 1.68 -0.67
H -4.04 0.16 0.13
H -2.97 -1.87 0.80
H -3.44 -3.54 0.42
H -3.49 -2.29 -0.83
H -1.78 -5.06 -0.14
H -0.15 -6.70 -0.66
H 1.36 -6.23 0.13
H 1.25 -6.22 -1.63
H 2.16 -3.78 -1.13
H 2.77 -1.58 -0.97
H 1.66 -0.33 -0.40
H 1.69 -0.79 -2.12
*
```

Results
**Lowest unoccupied orbital energy (spin up / spin down)**: 4.071 / 4.068 eV
**Gap between HOMO and LUMO (spin up / spin down)**: 5.6 / 6.1 eV
**HOMO (spin up / spin down)**: -1.50 / -2.02 eV
**Calculated total energy**: -2350.51586 hartree
**ΔE to the lowest compared entry with this formula, charge and spin**: 187.3 kJ/mol
**Maximum force**: 2.388 eV/Å
**Molecular weight**: 911.37 g/mol

[3]
This record from the Open Molecules 2025 dataset describes a molecular structure, C35H40AuGeN6OPS in a non-equilibrium geometry. The level of theory is wB97M-V/def2-TZVPD.

Geometry as ORCA input:
```
! wB97M-V def2-TZVPD RIJCOSX def2/J DEFGRID3
* xyz 0 3
Au -0.38 0.23 0.18
C 0.45 -5.33 -0.06
N -0.34 -4.14 0.01
C -1.69 -4.08 0.22
C -2.02 -2.76 0.24
N -0.90 -2.01 0.06
C 0.12 -2.85 -0.09
P 1.84 -2.58 -0.39
C 2.10 -0.35 1.49
N 0.91 -0.23 2.08
C 1.07 -0.63 3.37
C 2.37 -0.99 3.56
N 3.02 -0.78 2.38
C 4.38 -1.10 2.07
C 2.06 -0.64 -1.03
N 0.87 -0.27 -1.66
C 1.07 -0.29 -2.98
C 2.38 -0.60 -3.26
N 3.04 -0.73 -2.07
C 4.32 -1.34 -1.92
H -0.20 -6.20 -0.12
H 1.10 -5.42 0.81
H 1.08 -5.29 -0.95
H -2.30 -4.96 0.30
H -2.98 -2.30 0.37
H 0.25 -0.63 4.05
H 2.89 -1.35 4.43
H 5.00 -0.99 2.96
H 4.74 -0.42 1.30
H 4.46 -2.12 1.70
H 0.28 -0.05 -3.67
H 2.88 -0.73 -4.20
H 4.93 -1.09 -2.78
H 4.22 -2.44 -1.85
H 4.79 -0.98 -1.01
C 2.40 0.16 0.17
Ge 2.73 2.08 0.32
C 1.96 3.40 -0.95
C 1.06 3.08 -1.95
C 0.56 4.05 -2.79
C 0.96 5.37 -2.64
C 1.85 5.70 -1.64
C 2.35 4.72 -0.80
C 4.71 2.13 0.00
C 5.71 2.09 0.96
C 7.03 1.92 0.60
C 7.37 1.77 -0.73
C 6.39 1.81 -1.70
C 5.07 1.98 -1.34
C 2.08 2.65 2.13
C 2.86 2.86 3.26
C 2.28 3.18 4.47
C 0.90 3.29 4.58
C 0.11 3.09 3.46
C 0.70 2.78 2.25
H 0.73 2.06 -2.06
H -0.15 3.78 -3.56
H 0.57 6.13 -3.30
H 2.16 6.73 -1.51
H 3.05 4.98 -0.02
H 5.45 2.19 2.00
H 7.79 1.88 1.36
H 8.41 1.63 -1.01
H 6.65 1.69 -2.75
H 4.29 2.00 -2.09
H 3.93 2.80 3.19
H 2.90 3.35 5.34
H 0.45 3.53 5.53
H -0.96 3.17 3.53
H 0.08 2.64 1.37
C -3.89 4.13 -1.16
C -2.84 3.89 -0.10
S -1.97 2.25 -0.40
O -1.93 2.15 -1.86
C -3.38 1.16 0.16
C -3.82 0.30 -1.00
H -4.22 5.17 -1.16
H -4.76 3.50 -1.02
H -3.45 3.91 -2.14
H -3.25 3.86 0.91
H -2.06 4.65 -0.15
H -4.19 1.76 0.56
H -2.95 0.56 0.96
H -4.16 0.93 -1.82
H -4.64 -0.35 -0.70
H -2.99 -0.30 -1.36
*
```

Results
**Lowest unoccupied orbital energy (spin up / spin down)**: 0.591 / -1.151 eV
**Gap between HOMO and LUMO (spin up / spin down)**: 6.6 / 4.8 eV
**HOMO (spin up / spin down)**: -6.03 / -5.99 eV
**Calculated total energy**: -4713.43893 hartree
**ΔE to the lowest compared entry with this formula, charge and spin**: 114.4 kJ/mol
**Maximum force**: 1.634 eV/Å
**Molecular weight**: 893.36 g/mol

[4]
This record from the Open Molecules 2025 dataset describes a molecular structure, C35H40Br3GeNO7Ti. The level of theory is wB97M-V/def2-TZVPD.

Geometry as ORCA input:
```
! wB97M-V def2-TZVPD RIJCOSX def2/J DEFGRID3
* xyz -1 2
Ti 0.11 0.21 0.40
C -2.16 3.53 -2.45
C -1.77 2.97 -1.08
C -0.67 3.83 -0.48
C -3.01 2.95 -0.20
O -1.35 1.60 -1.24
Ge -0.44 1.00 -2.71
O 0.82 -0.56 -1.20
C 1.85 -1.01 -2.09
C 2.73 -2.02 -1.36
C 1.23 -1.73 -3.29
C 2.75 0.13 -2.57
O -1.49 -0.45 -2.95
C -2.54 -0.66 -3.88
C -2.66 -2.17 -4.06
C -3.85 -0.11 -3.32
C -2.22 0.01 -5.22
H -2.54 4.55 -2.35
H -1.30 3.57 -3.12
H -2.94 2.92 -2.91
H -1.03 4.86 -0.39
H -0.40 3.47 0.50
H 0.22 3.82 -1.10
H -3.50 3.93 -0.22
H -3.71 2.20 -0.58
H -2.78 2.70 0.83
H 2.17 -2.93 -1.13
H 3.59 -2.29 -1.99
H 3.11 -1.60 -0.42
H 0.46 -2.42 -2.95
H 0.78 -1.04 -4.01
H 2.01 -2.29 -3.81
H 3.36 0.54 -1.77
H 3.42 -0.26 -3.34
H 2.18 0.95 -3.01
H -2.78 -2.64 -3.09
H -3.51 -2.43 -4.70
H -1.75 -2.56 -4.52
H -4.07 -0.60 -2.37
H -3.76 0.97 -3.13
H -4.67 -0.27 -4.01
H -1.26 -0.34 -5.59
H -2.99 -0.22 -5.96
H -2.17 1.10 -5.11
Br 1.14 -3.28 1.29
C -0.43 -3.70 0.29
C -0.46 -4.97 -0.21
C -1.64 -5.46 -0.80
C -2.76 -4.68 -0.78
C -2.73 -3.37 -0.26
C -3.93 -2.62 -0.20
C -3.90 -1.34 0.28
C -2.67 -0.74 0.62
C -1.45 -1.39 0.58
C -1.52 -2.78 0.22
H 0.41 -5.61 -0.12
H -1.66 -6.46 -1.21
H -3.70 -5.06 -1.17
H -4.85 -3.08 -0.54
H -4.82 -0.77 0.36
H -2.71 0.30 0.90
Br 0.11 -1.17 3.87
C 1.75 -0.61 3.13
C 2.90 -0.80 3.87
C 4.10 -0.33 3.35
C 4.09 0.37 2.16
C 2.89 0.54 1.50
N 1.74 -0.01 1.94
C 2.77 1.53 0.34
O 3.80 2.10 -0.01
O 1.58 1.73 -0.06
H 2.85 -1.29 4.83
H 5.02 -0.47 3.91
H 4.97 0.83 1.73
Br -1.42 1.86 6.09
C 0.02 2.53 5.06
C 1.10 3.04 5.76
C 2.20 3.55 5.09
C 2.21 3.56 3.70
C 1.14 3.03 3.01
C 0.03 2.50 3.66
C -1.11 1.97 2.82
O -2.26 2.19 3.15
O -0.77 1.36 1.73
H 1.08 3.03 6.85
H 3.04 3.95 5.65
H 3.06 3.95 3.16
H 1.15 3.00 1.92
*
```

Results
**Lowest unoccupied orbital energy (spin up / spin down)**: 2.308 / 2.282 eV
**Gap between HOMO and LUMO (spin up / spin down)**: 7.0 / 7.4 eV
**HOMO (spin up / spin down)**: -4.74 / -5.07 eV
**Calculated total energy**: -12587.85894 hartree
**ΔE to the lowest compared entry with this formula, charge and spin**: 115.6 kJ/mol
**Maximum force**: 0.753 eV/Å
**Molecular weight**: 946.89 g/mol

[5]
This record from the Open Molecules 2025 dataset describes a molecular structure, C35H40N4P2Sn in a non-equilibrium geometry. The level of theory is wB97M-V/def2-TZVPD.

Geometry as ORCA input:
```
! wB97M-V def2-TZVPD RIJCOSX def2/J DEFGRID3
* xyz 2 1
Sn 0.09 2.13 0.00
C -1.75 1.85 -4.25
C -1.85 0.53 -4.05
C -0.94 -0.51 -4.62
C 0.57 -0.18 -4.62
C 1.06 0.61 -3.45
C 0.79 1.88 -3.13
C 0.51 2.89 -4.20
C -0.67 2.48 -5.09
C 1.44 2.15 2.02
H -2.54 2.55 -3.98
H -2.80 0.08 -3.77
H -1.22 -0.80 -5.65
H -1.07 -1.44 -4.05
H 1.08 -1.16 -4.59
H 0.84 0.25 -5.60
H 1.90 0.14 -2.96
H 0.96 2.34 -2.14
H 1.38 3.10 -4.86
H 0.26 3.85 -3.73
H -1.09 3.40 -5.53
H -0.29 1.84 -5.90
H 0.90 2.67 2.82
H 2.38 2.69 1.82
H 1.71 1.17 2.47
P 1.64 -0.17 -0.01
P -1.57 -1.10 0.91
N 3.05 0.66 -1.01
N 2.70 -1.35 0.65
N -2.41 0.22 0.15
N -2.86 -2.12 1.30
C 0.51 -1.13 -1.09
C -0.66 -1.90 -0.39
C 3.24 2.04 -1.04
C 4.32 2.37 -1.85
C 4.87 1.13 -2.32
C 4.08 0.10 -1.79
C 3.57 -1.05 1.72
C 4.20 -2.23 2.09
C 3.73 -3.28 1.22
C 2.81 -2.71 0.35
C -2.36 1.56 0.65
C -3.00 2.36 -0.32
C -3.29 1.56 -1.43
C -2.90 0.25 -1.14
C -3.79 -2.62 0.35
C -4.88 -3.15 1.06
C -4.61 -2.95 2.47
C -3.37 -2.32 2.59
H 1.08 -1.84 -1.71
H 0.09 -0.43 -1.83
H -1.37 -2.22 -1.18
H -0.26 -2.84 0.02
H 2.59 2.70 -0.49
H 4.69 3.36 -2.06
H 5.76 1.03 -2.93
H 4.18 -0.97 -1.88
H 3.64 -0.05 2.09
H 4.92 -2.33 2.87
H 4.02 -4.30 1.24
H 2.23 -3.13 -0.45
H -2.31 1.70 1.73
H -3.19 3.41 -0.24
H -3.70 1.87 -2.37
H -3.00 -0.64 -1.75
H -3.58 -2.57 -0.71
H -5.74 -3.59 0.62
H -5.25 -3.24 3.27
H -2.83 -1.96 3.44
C -0.83 -0.33 2.21
C -0.61 -0.05 3.40
C -0.48 0.04 4.78
C -1.49 0.62 5.62
C -1.52 0.30 6.98
C -0.53 -0.50 7.54
C 0.58 -0.88 6.79
C 0.64 -0.57 5.44
H -2.26 1.28 5.20
H -2.36 0.63 7.60
H -0.63 -0.88 8.56
H 1.36 -1.46 7.27
H 1.52 -0.84 4.85
*
```

Results
**Lowest unoccupied orbital energy**: -6.949 eV
**Gap between HOMO and LUMO**: 5.9 eV
**HOMO**: -12.81 eV
**Calculated total energy**: -2472.90593 hartree
**ΔE to the lowest compared entry with this formula, charge and spin**: 14.2 kJ/mol
**Maximum force**: 3.861 eV/Å
**Molecular weight**: 697.39 g/mol